[1]
# C30H78O6

A structure of composition C30H78O6 at a distorted geometry (wB97M-V/def2-TZVPD, the Open Molecules 2025 dataset).

Positions of all 114 atoms, in Å:
H -0.719 -0.584 2.930
H -2.134 -9.608 -0.090
H -2.537 4.615 3.115
H 4.919 4.211 -2.137
C 0.049 -4.681 -0.447
H 0.319 0.729 -3.362
O -0.320 7.196 2.071
H -1.030 7.611 1.846
C -0.258 -1.123 3.560
H 0.898 8.613 1.207
H -2.795 1.178 1.322
O 0.879 -4.745 0.707
C -0.800 2.985 0.916
H -1.508 3.502 5.879
H -0.813 -1.293 4.486
O -0.443 4.900 4.006
H -2.726 -10.119 -1.502
H 3.576 -0.076 -0.487
H 4.691 4.784 -0.222
C -1.841 -6.519 -3.125
C 0.224 5.704 -3.192
C 0.651 7.539 1.071
C 1.840 -0.031 -1.812
H 3.124 3.979 3.103
C -2.536 -0.217 -0.416
H -0.536 5.610 3.310
H 0.354 3.361 0.874
C 0.031 -2.388 2.951
H 1.750 -0.034 -3.962
H -0.151 -10.561 -0.250
C -1.904 -9.840 -1.009
H 0.525 5.602 -4.345
C 3.340 2.900 3.186
C 1.369 0.512 -3.102
H -2.605 -0.973 0.314
H -3.134 -4.976 -2.582
O 1.274 2.325 4.437
C 3.053 3.714 -1.304
H 0.577 -0.407 3.952
C 2.257 4.809 -2.068
H 6.490 3.075 -0.902
H -1.112 -6.242 -2.711
H 2.328 6.617 2.165
H -3.998 -6.024 -4.006
H -1.614 2.306 4.455
C -2.983 -5.532 -3.578
H -1.320 -3.449 -1.436
H 2.805 2.896 -1.717
H -0.490 -9.184 -2.763
H -4.935 -2.303 -1.997
C -2.395 1.106 0.167
H 3.887 2.902 4.030
H -3.051 -7.301 -1.579
C -3.999 -1.988 -1.447
C -2.416 -7.751 -2.273
H -0.716 -8.010 -1.238
H -0.599 -5.450 -0.519
H 1.471 5.592 0.984
C 2.114 2.099 3.296
H -0.331 1.038 1.060
C -0.500 -3.379 -0.578
H -0.774 -2.964 2.488
H 1.282 -5.664 0.779
H -3.461 -2.372 -2.223
H 0.924 3.646 -3.052
H 2.389 6.671 0.213
H -2.140 5.219 4.881
C -1.364 -8.720 -1.853
C -1.980 3.248 4.968
H -3.992 -0.187 -1.947
H 0.341 4.393 -1.381
H -1.418 -11.886 -0.396
H -1.270 -2.951 0.109
H -3.839 -2.715 -0.766
H -1.326 -6.801 -3.974
H 0.935 -2.967 1.176
H -3.339 -8.489 -2.738
H 0.727 3.115 4.176
H 1.888 1.463 -3.233
H 1.428 0.248 -0.884
H 0.447 6.717 -2.800
H 5.057 2.582 0.254
H 5.192 2.014 -1.416
H 0.267 -2.746 -0.919
O 3.312 0.225 -1.530
C 0.766 4.536 -2.417
H -1.309 3.725 0.524
H 2.755 4.908 -2.893
H 1.935 -1.150 -1.867
H -1.623 -0.321 -1.046
H -4.793 -0.334 -0.551
H 3.777 2.502 2.251
C -0.958 1.723 0.351
C -1.812 4.540 4.029
H 1.374 2.135 2.571
C -3.879 -0.598 -1.008
H 0.267 7.469 0.192
H -0.450 -11.544 -1.899
H -1.203 2.873 1.786
H -2.983 1.765 -0.426
H 2.452 5.818 -1.517
C -0.918 -11.061 -0.836
H 0.788 -5.041 -1.185
C 5.379 2.833 -0.758
C 1.828 6.539 1.181
O 0.937 -2.235 1.882
H -2.493 -4.884 -4.264
H -0.199 1.712 -0.452
H -3.032 2.946 4.786
H 2.547 3.479 -0.329
H 2.179 1.056 3.162
C 4.507 4.063 -1.070
H 0.373 -3.197 3.774
H -1.023 5.477 -3.170

- spin multiplicity = 1
- HOMO energy (eV) = -9.151
- ΔE to the lowest compared entry with this formula, charge and spin (kcal per mole) = 87.32
- frontier orbital gap (eV) = 9.5
- net charge = 0

Löwdin population analysis, charges in e, atoms 1 to 4:
1. H -0.021
2. H 0.057
3. H 0.141
4. H 0.133

=====

[2]
# C30H80Cl2N5O10

A cluster of 7 separate species, C30H80Cl2N5O10 in total at a distorted geometry (wB97M-V/def2-TZVPD, the Open Molecules 2025 dataset).

Positions of all 127 atoms, in Å:
H 2.383 -0.537 -1.478
C -9.754 9.688 -1.375
H -1.686 -4.199 2.900
H 8.378 4.556 -0.622
O 9.407 3.999 -3.781
N 1.980 -6.908 3.095
C 9.996 4.690 -4.853
H -0.142 0.708 0.832
C -9.725 7.456 1.429
O 0.758 -2.848 -3.426
H 4.093 5.890 -0.880
H 5.318 2.887 0.683
H 1.734 -10.543 4.393
H -0.808 -7.757 3.171
H 5.513 -9.629 2.903
H 1.324 -6.187 3.423
N -2.719 -4.071 2.541
H -4.047 12.140 -2.519
H -3.856 -8.265 1.623
H -8.921 7.367 2.153
H -1.425 2.300 -0.543
N 7.501 3.274 -1.867
C -3.705 -4.383 3.645
O -1.688 -3.437 -0.050
H -2.459 -4.147 -1.863
H 3.098 -5.719 1.710
C 5.767 -8.829 3.560
O -6.028 11.639 -2.161
H -2.536 -6.153 4.257
H 1.869 -8.498 1.702
H -9.959 10.575 -0.770
H 5.215 -6.580 2.073
H -6.514 11.690 -4.117
H -8.594 10.129 -3.709
H 10.248 5.162 -2.252
C -5.037 12.558 -2.203
H 6.840 4.051 -2.085
H 9.554 5.649 -5.054
H 2.427 -4.080 -3.031
H 5.012 5.757 0.582
H 0.713 -3.798 -5.314
H 0.520 -10.239 5.735
H -5.122 13.344 -2.978
C 2.161 -2.630 -1.535
C 0.740 -10.157 4.696
C 0.081 -8.429 3.099
H -0.007 -10.814 4.208
O -3.762 -6.385 2.541
C 0.513 0.465 -0.001
H 11.044 4.956 -4.639
O -9.214 8.237 0.369
H -10.002 6.438 1.095
H 7.615 2.667 -2.671
C 0.886 -1.041 -0.113
H -3.680 -3.951 0.095
C 1.171 -7.786 2.206
H 9.972 4.011 -5.752
C 0.621 -2.808 -4.819
C -1.549 -3.617 -1.440
O -0.149 0.748 -1.219
H -10.379 9.779 -2.278
H 5.736 -9.291 4.543
H 4.203 -7.901 1.698
O 5.394 4.344 -0.840
H -1.041 2.234 -2.304
H 1.613 -3.346 -0.951
C -3.064 -3.089 0.310
H 9.417 3.182 -1.084
H 1.371 1.096 0.026
H 0.704 -7.266 1.429
C 9.269 4.791 -2.563
H 1.231 -2.045 -5.323
H -1.561 -2.611 -1.924
H 1.447 -1.208 0.755
N -8.244 9.713 -1.732
H 3.599 4.705 0.256
H -3.207 -8.180 3.263
H 3.563 -5.590 3.413
C -3.524 -5.901 3.866
C 4.424 -7.206 2.449
H 2.719 -2.460 -3.699
H -11.088 8.342 -0.537
H 0.990 -1.235 -2.207
C -6.655 10.933 -3.332
H -2.853 -4.787 1.786
C -0.629 2.086 -1.290
H -0.638 -4.231 -1.555
Cl 0.176 -4.165 3.505
H -3.262 -2.195 -0.269
H -4.651 -4.182 3.186
H 3.160 -2.616 -1.202
H 6.672 4.019 0.809
C 2.128 -3.080 -3.009
C 4.486 5.185 -0.187
H 0.258 2.770 -1.154
H 6.687 -8.355 3.307
H -7.871 8.785 -1.889
H -0.244 -9.378 2.683
H -7.700 9.967 -0.832
Cl 3.925 0.392 -0.771
H -6.002 10.064 -3.452
H -4.883 13.010 -1.174
N 1.610 -1.247 -1.373
H -10.494 8.010 1.877
C -8.064 10.614 -2.888
O 4.678 -7.843 3.643
H -4.051 -2.480 2.153
H -3.585 -3.663 4.460
C -3.068 -2.819 1.803
C 8.688 3.969 -1.457
H -9.814 7.633 -1.361
C -3.990 -7.776 2.602
C 6.833 2.501 -0.755
H -4.992 -8.079 2.948
H -8.498 11.591 -2.655
H 7.631 2.012 -0.157
H 8.628 5.575 -2.920
H 2.265 -7.543 3.854
H 0.062 -1.806 -0.064
H -4.268 -6.295 4.577
O 0.555 -8.690 4.416
H 6.267 1.699 -1.239
C -10.040 8.441 -0.715
H -2.280 -2.140 2.077
C 3.232 -6.267 2.643
H -0.408 -2.505 -4.892
C 6.060 3.425 0.098

- spin multiplicity = 1
- HOMO energy (eV) = -13.400
- frontier orbital gap (eV) = 8.8
- net charge = +3

Löwdin population analysis, charges in e, atoms 1 to 4:
1. H -0.065
2. C -0.080
3. H -0.058
4. H 0.130

=====

[3]
# C30H80N6O11

A structure of composition C30H80N6O11 at a distorted geometry (wB97M-V/def2-TZVPD, the Open Molecules 2025 dataset).

Positions of all 127 atoms, in Å:
H 1.533 -1.437 2.169
C -3.457 -4.874 0.937
H -0.041 2.248 -3.877
N -3.700 0.654 -1.394
H -3.332 1.364 1.390
C 0.252 -0.865 3.579
N -3.150 1.400 2.412
H -1.657 5.845 3.697
H 4.404 2.049 -2.976
O -3.771 5.337 5.285
H 3.228 1.530 2.429
H -2.924 3.173 -2.703
H -0.168 5.386 1.926
H -5.202 5.769 6.783
H 7.707 4.046 -4.913
H 4.227 2.844 -6.593
C 1.766 -4.394 -0.403
H 5.371 -8.248 2.931
H -1.675 1.996 -2.364
H -4.562 1.136 -3.436
H 2.642 -0.312 -4.120
O -2.109 2.197 -4.273
O -2.250 -4.494 1.753
H -0.849 2.545 0.700
C 1.451 -0.526 2.764
H -3.863 -0.775 0.555
H -7.541 -1.352 0.728
H 3.520 -4.381 1.548
H -0.578 -4.723 -0.693
H -3.735 2.026 2.922
C 3.277 -5.361 1.252
H -3.645 -1.496 -1.738
H 7.463 2.909 -6.144
H -0.392 -1.669 -2.146
C -2.233 4.938 3.698
H 6.060 -7.164 3.978
H 2.798 -6.142 3.371
H 2.918 1.272 -5.402
H -3.472 -4.747 -0.035
O 4.741 -6.213 2.896
O 0.926 3.613 0.237
H -1.700 -2.373 -1.364
H -4.280 4.066 3.739
C -0.868 2.866 -4.366
H 1.784 -0.761 -0.984
H -1.787 4.345 4.345
H -4.468 -4.606 1.218
H 4.193 1.139 3.912
C -2.311 -3.102 1.959
H -2.780 0.475 -0.826
C 3.421 -6.306 2.464
H 0.067 3.794 2.597
C 2.844 -1.219 -1.358
H 5.329 1.838 -5.934
H -5.394 -0.592 -1.884
H 2.711 -1.919 -2.309
C 3.978 1.363 -3.666
H -0.048 -2.165 -0.376
O 3.467 -0.145 -2.031
C 5.210 -7.361 3.606
C -0.551 3.632 0.615
H 1.974 -6.309 0.191
C 3.462 0.689 3.103
C -5.057 5.901 5.615
H -0.726 -0.031 -0.299
H -3.137 -2.677 2.459
C 4.625 2.524 -5.705
H -0.846 -3.139 3.742
H -1.257 -0.757 1.899
H 0.513 -1.637 4.217
H 1.132 0.186 1.999
H 5.531 3.824 -3.965
C -4.495 -0.554 -1.294
H -3.464 -5.900 0.986
H -5.589 0.029 0.634
H -7.379 -1.284 -0.933
N 3.504 2.007 -4.953
H 0.741 3.241 -1.792
H -2.535 5.032 1.615
C -0.955 -2.706 2.749
H 4.836 0.714 -3.970
C -3.688 5.132 3.896
H -3.865 5.999 3.208
O 2.280 0.099 3.691
C -2.563 2.208 -2.934
H 3.020 -7.105 1.939
C 2.929 0.410 -3.227
H 1.771 -3.434 0.325
H 0.454 -5.582 -1.510
H -2.245 -2.777 0.931
N 1.950 -5.396 0.666
C 7.277 3.934 -5.919
N -2.023 4.472 2.299
H 3.907 -0.185 2.568
H -5.823 5.266 5.046
H -0.879 4.088 -0.276
C -7.071 -1.903 -0.018
H 2.671 -4.292 -1.022
O -5.697 -2.006 0.177
C 1.171 2.990 -0.959
H -5.140 6.982 5.307
N -0.893 -1.302 2.734
C 0.459 -4.573 -1.244
C -3.598 1.004 -2.821
H -3.095 0.443 2.691
H -3.217 0.131 -3.665
C 5.036 3.805 -4.938
O -1.366 0.041 0.421
H -0.126 -0.059 4.006
H 4.149 -5.485 0.739
C -0.570 -2.383 -1.477
C -0.575 4.370 1.998
H 2.406 2.921 -0.959
H 4.540 -7.695 4.380
O 5.917 4.395 -5.892
H 2.172 0.768 -2.931
H -0.032 -3.255 2.290
H 0.961 1.885 -0.631
H 4.407 4.580 -4.984
H -2.140 1.640 2.369
H -0.686 3.771 -3.963
H -7.760 -2.796 -0.115
H 3.421 -1.428 -0.536
H -0.638 2.902 -5.482
O 0.141 -3.557 -2.044
C -4.946 -0.818 0.089
H 7.922 4.566 -6.600

- spin multiplicity = 1
- HOMO energy (eV) = -7.277
- ΔE to the lowest compared entry with this formula, charge and spin (kcal per mole) = 37.81
- frontier orbital gap (eV) = 7.1
- net charge = 0

Löwdin population analysis, charges in e, atoms 1 to 4:
1. H 0.118
2. C -0.051
3. H 0.094
4. N -0.099

=====

[4]
# C30H80O10

A cluster of 10 separate species, C30H80O10 in total at a distorted geometry (wB97M-V/def2-TZVPD, the Open Molecules 2025 dataset).

Positions of all 120 atoms, in Å:
H 1.697 -0.461 7.608
C -1.899 -6.684 0.319
H -2.373 -0.480 0.590
H -2.339 -6.771 -0.674
H 1.984 3.536 -1.803
H 2.109 5.320 0.279
H -1.304 1.605 1.669
H -5.140 -1.093 0.746
C 2.109 2.025 -3.654
O 0.576 4.914 -1.888
H -5.848 -5.308 0.645
C -0.647 -2.602 -2.888
H -1.548 5.752 -0.060
H -6.794 -4.414 -0.495
H -3.536 -5.834 1.212
H -2.190 3.508 -2.249
H -3.076 -3.817 -3.982
C -5.222 -1.947 0.073
H -1.064 1.344 -3.373
C -1.435 -0.842 1.011
H 2.543 1.968 -4.653
H -3.594 4.845 -3.663
C 0.434 -0.413 4.640
H 5.062 3.509 -2.537
H 0.649 0.064 1.073
O 1.461 -0.969 6.828
H 5.008 0.849 3.321
C -1.022 6.326 -0.822
H 3.482 0.744 6.308
O -0.019 0.148 -0.738
H 0.109 -1.865 -2.614
H 3.690 -4.398 1.562
H 2.703 -2.770 -1.474
O -2.284 -1.154 -2.139
H -3.899 -3.498 1.506
H 3.441 0.919 0.663
H -2.238 -4.756 3.270
C -5.633 -3.214 0.839
H -0.575 -0.475 5.047
H -1.332 -1.894 0.744
H -0.293 -3.215 -3.717
H -3.695 3.693 -4.875
H 3.319 2.642 3.152
H -1.539 -0.783 2.094
C 2.781 0.549 5.497
H -1.847 -7.696 0.721
O -2.317 -4.337 0.653
H -1.955 -1.469 -4.150
H 5.754 2.361 3.308
H -0.828 -3.213 -2.004
H -2.821 1.292 -2.855
H 5.521 -2.401 1.905
H 4.473 3.216 -4.118
H 3.768 4.532 -3.063
H 1.057 6.852 -1.309
C -2.467 -5.628 1.272
C 3.884 2.360 2.264
H -3.146 -3.419 -2.190
H -4.112 -2.556 -3.408
H -6.595 -3.043 1.322
O 3.240 -3.659 1.147
H -1.494 2.013 -0.135
H -2.098 -6.411 3.302
H 5.367 -1.032 0.850
H 2.751 1.548 5.061
O -1.141 3.849 -4.026
H 4.204 -1.258 2.033
C 4.041 -2.801 0.292
C 0.455 6.005 -0.978
C -1.837 -5.568 2.663
C -2.197 3.249 -3.307
H -0.859 -6.379 0.196
H -5.017 -4.343 -0.706
C 2.985 1.338 1.560
H -1.406 -4.255 0.361
H -1.578 6.293 -1.759
H 2.171 1.847 1.044
H 1.334 2.792 -3.668
C 5.178 1.700 2.661
H 4.821 -3.196 -0.359
H 3.234 -0.151 4.795
H 2.206 -1.715 -0.097
C -3.159 -3.048 -3.214
C 1.390 0.042 5.786
C 4.143 3.510 -3.122
H -4.331 -2.034 -0.549
O 4.049 3.365 1.393
O 2.562 2.854 -1.455
H 3.622 3.163 0.557
H 0.624 -1.477 4.501
C 3.195 2.401 -2.630
C -0.328 0.196 0.609
C 3.042 -2.145 -0.649
H -6.080 -1.811 -0.586
H -1.192 3.417 -4.882
C -2.072 1.734 -3.512
H 2.546 0.562 2.188
C -0.870 1.625 0.670
H 3.513 -1.298 -1.149
C 4.797 -1.832 1.321
H -0.275 4.801 -2.317
O -4.742 -3.404 1.955
C -5.830 -4.418 0.016
H 1.668 1.052 -3.438
H -1.434 -0.872 -1.793
H 0.475 0.937 -0.971
H -0.004 2.287 0.644
H 0.940 0.912 6.265
C 1.036 5.505 0.309
H -2.374 1.561 -4.545
H 0.516 0.238 3.770
H -0.758 -5.416 2.677
C -3.563 3.764 -3.795
H 3.743 1.606 -2.124
H 5.692 1.372 1.757
H -1.004 7.370 -0.512
H -4.428 3.251 -3.373
H 1.006 6.325 1.027
C -2.041 -2.013 -3.209
H 0.581 4.596 0.703

- spin multiplicity = 1
- HOMO energy (eV) = -9.585
- ΔE to the lowest compared entry with this formula, charge and spin (kcal per mole) = 91.26
- frontier orbital gap (eV) = 10.2
- net charge = 0

Löwdin population analysis, charges in e, atoms 1 to 4:
1. H 0.078
2. C -0.049
3. H 0.075
4. H 0.081